No. 1
This record from the OMol25 dataset describes a molecular structure, C11H26BBr3N4O4PS in a non-equilibrium geometry. The level of theory is ωB97M-V/def2-TZVPD.

Calculated values
Highest occupied orbital energy (eV): -12.02
F_max (eV/A): 4.7
Gap between HOMO and LUMO (eV): 7.18

ORCA input file:
```
! RIJCOSX wB97M-V def2-TZVPD def2/J DEFGRID3
* xyz 1 1
P -1.087 -0.758 -3.216
H -2.979 0.252 3.918
N 2.872 -1.744 -1.560
H -2.249 2.789 -1.349
C 3.708 -1.816 -3.975
H -1.317 2.746 3.696
C 3.545 -2.440 -2.606
C 0.023 1.746 0.209
H -3.590 -1.526 0.445
H 1.400 -0.526 -0.052
Br 2.716 -0.921 5.367
H 3.533 -1.742 -0.788
H -1.365 2.211 -2.744
S -2.108 -1.985 -4.301
N -2.083 -0.243 -1.851
C 1.966 0.259 -0.546
H -0.938 1.094 3.292
C 0.844 -1.268 5.120
H 3.512 0.234 -2.048
H 0.868 1.667 -1.821
Br 0.385 -1.332 3.237
H 1.842 2.376 -0.575
H 4.231 -2.538 -4.582
C -2.967 1.337 3.972
C 1.174 1.548 -0.782
N -1.115 0.803 0.025
H 0.440 1.580 1.191
O -3.484 -1.708 -0.499
C 2.600 -0.313 -1.819
H 2.719 -1.636 -4.386
Br -0.250 -0.016 6.088
H -0.842 -2.013 0.307
H -2.096 0.066 1.758
O -1.974 2.106 1.851
H 1.950 -0.186 -2.676
H 2.808 0.508 0.091
H 0.067 -1.411 -2.748
C -1.722 1.852 3.251
H 4.301 -0.911 -3.902
O 3.939 -3.507 -2.392
C -1.666 0.859 -1.220
H -3.881 1.682 3.506
N -1.780 2.043 -1.843
B -2.225 -1.445 -0.925
H -0.716 0.357 -3.998
H -0.276 2.778 0.115
H 0.641 -2.249 5.524
H -3.135 0.967 0.672
C -2.146 0.957 1.136
O -1.184 -2.242 -0.567
H -2.911 1.656 5.000
*
```



No. 2
This record from the OMol25 dataset describes a molecular structure, C5H4FeO2 in a non-equilibrium geometry. The level of theory is ωB97M-V/def2-TZVPD.

Calculated values
Highest occupied orbital energy (spin up / spin down) (eV): -17.58 / -17.80
F_max (eV/A): 4.6
Energy relative to the best compared isomer or geometry (same formula, charge and spin) (kcal/mol): 36.67
Gap between HOMO and LUMO (spin up / spin down) (eV): 7.27 / 6.83
<S²>: 6.215

ORCA input file:
```
! RIJCOSX wB97M-V def2-TZVPD def2/J DEFGRID3
* xyz 2 5
H -0.079 1.567 -1.482
C 1.376 -1.426 0.785
C 0.271 1.255 -0.478
O 2.349 -1.357 1.384
C -1.853 -0.148 -0.246
H -2.299 0.539 -0.969
H -0.163 -2.525 -0.043
Fe 1.642 2.918 0.787
O 1.487 1.352 -0.227
C 0.231 -1.512 0.074
H -2.422 -0.292 0.675
C -0.540 -0.372 -0.260
*
```



No. 3
This record from the OMol25 dataset describes C6H7NO2 in the gas phase in a non-equilibrium geometry. The level of theory is ωB97M-V/def2-TZVPD.

Calculated values
Highest occupied orbital energy (eV): -8.60
F_max (eV/A): 11.7
Energy relative to the best compared isomer or geometry (same formula, charge and spin) (kcal/mol): 59.44
Gap between HOMO and LUMO (eV): 9.40

ORCA input file:
```
! RIJCOSX wB97M-V def2-TZVPD def2/J DEFGRID3
* xyz 0 1
H -1.462 1.845 0.820
H -3.198 -1.660 -0.457
C 3.054 0.038 -0.188
H 3.190 0.061 -1.318
C 1.651 -0.356 0.244
O 1.391 -1.231 0.953
C -2.917 0.120 0.404
H 0.784 1.062 -1.066
H -3.944 0.278 0.789
C -1.673 0.920 0.528
H 3.194 0.971 0.033
C -2.490 -1.095 -0.251
C -0.758 0.166 -0.059
H 3.811 -0.630 0.462
N 0.568 0.483 -0.328
O -1.201 -0.973 -0.565
*
```



No. 4
This record from the OMol25 dataset describes 2 unconnected molecules or ions with the total composition C7H16FN2O in a non-equilibrium geometry. The level of theory is ωB97M-V/def2-TZVPD.

Calculated values
Highest occupied orbital energy (eV): -13.22
F_max (eV/A): 5.9
Energy relative to the best compared isomer or geometry (same formula, charge and spin) (kcal/mol): 43.67
Gap between HOMO and LUMO (eV): 9.99

ORCA input file:
```
! RIJCOSX wB97M-V def2-TZVPD def2/J DEFGRID3
* xyz 1 1
C 0.550 0.922 -1.482
O 0.329 -1.495 -0.988
C -2.482 -0.673 -0.227
H 1.413 -3.093 -0.578
N 1.512 -0.068 0.383
C 1.452 1.960 -0.805
N -1.357 -0.263 0.711
H -0.331 -3.468 -0.558
H 2.071 2.349 -1.607
H -2.654 0.077 -0.954
H -3.395 -0.713 0.417
H 0.536 -2.459 0.813
H -0.837 1.024 2.357
H 3.277 1.077 0.289
C 2.187 1.239 0.371
H -2.307 -1.486 -0.774
C 0.503 -2.720 -0.243
C 0.538 -0.308 -0.534
H 0.860 2.641 -0.278
C -1.486 0.998 1.439
H 1.913 1.744 1.353
H -1.135 1.665 0.731
H -2.450 1.338 1.653
F 1.590 -0.937 1.477
H -0.425 1.164 -1.728
H 1.196 0.573 -2.379
H -1.070 -1.086 1.140
*
```



No. 5
This record from the OMol25 dataset describes a molecular structure, C4H4N2O in a non-equilibrium geometry. The level of theory is ωB97M-V/def2-TZVPD.

Calculated values
Highest occupied orbital energy (eV): -9.48
F_max (eV/A): 2.2
Energy relative to the best compared isomer or geometry (same formula, charge and spin) (kcal/mol): 73.08
Gap between HOMO and LUMO (eV): 9.34

ORCA input file:
```
! RIJCOSX wB97M-V def2-TZVPD def2/J DEFGRID3
* xyz 0 1
C -0.674 -0.964 1.413
H -0.479 -0.998 -1.754
C 0.798 1.384 -1.388
N 0.148 0.063 1.474
N -1.015 -1.449 0.225
C 0.518 0.253 -0.416
O 1.275 2.465 -1.150
C -0.347 -0.750 -0.704
H 0.486 1.163 -2.458
H 0.390 0.294 2.462
H -1.100 -1.462 2.296
*
```



No. 6
This record from the OMol25 dataset describes a molecular structure, C13H21N5 in a non-equilibrium geometry. The level of theory is ωB97M-V/def2-TZVPD.

Calculated values
Highest occupied orbital energy (eV): -8.38
F_max (eV/A): 8.5
Gap between HOMO and LUMO (eV): 9.05

ORCA input file:
```
! RIJCOSX wB97M-V def2-TZVPD def2/J DEFGRID3
* xyz 0 1
H 0.513 -0.211 -2.669
H -1.332 -0.884 -4.169
C 1.549 0.796 -0.332
H 1.870 1.037 -1.382
H -0.352 -1.279 -1.679
H -0.358 3.313 3.257
N -1.798 1.741 3.353
H 1.891 1.754 0.209
H -2.254 -1.604 0.573
C -3.310 -1.044 2.368
H -1.730 0.817 -0.943
C -0.718 0.821 -1.255
N -3.163 -0.170 3.175
H -3.053 -1.078 -1.651
N 0.060 1.898 1.805
H 3.652 -1.657 1.622
H 4.864 -0.411 2.046
H 1.982 -1.191 -0.163
C -0.637 2.316 2.867
C -0.424 -0.352 -2.218
H 4.257 -0.176 -0.838
C -2.190 0.584 2.731
C -0.396 0.867 1.116
H 4.241 0.944 0.436
C -1.569 -0.368 -3.242
C 4.477 -1.011 1.253
H -3.723 -0.513 -3.072
H 5.276 -1.571 0.795
N -2.295 -1.002 1.330
C 3.896 -0.052 0.220
H 2.040 -0.391 1.259
C 2.368 -0.246 0.252
H -2.916 -1.991 -3.107
H -0.581 1.760 -1.771
H -4.123 -1.833 2.495
C -2.893 -1.004 -2.658
C -1.549 0.149 1.616
N 0.141 0.560 -0.098
H -1.715 0.681 -3.531
*
```



No. 7
This record from the OMol25 dataset describes 2 unconnected molecules or ions with the total composition C3H10N in a non-equilibrium geometry. The level of theory is ωB97M-V/def2-TZVPD.

Calculated values
Highest occupied orbital energy (spin up / spin down) (eV): -6.29 / -10.17
F_max (eV/A): 1.3
Energy relative to the best compared isomer or geometry (same formula, charge and spin) (kcal/mol): 6.91
Gap between HOMO and LUMO (spin up / spin down) (eV): 7.30 / 11.16
<S²>: 0.753

ORCA input file:
```
! RIJCOSX wB97M-V def2-TZVPD def2/J DEFGRID3
* xyz 0 2
C -1.347 -0.490 2.271
H 1.182 0.731 0.705
H -0.603 0.337 -2.399
H -0.941 -0.355 0.311
H -0.913 -0.765 3.220
H -2.423 -0.386 2.249
C 0.865 -0.107 1.321
N -0.606 -0.028 1.217
H 1.164 0.352 -2.200
H 1.380 -0.984 0.924
H 1.096 -0.063 2.377
H 0.444 -0.218 -3.709
C 0.348 0.504 -2.896
H 0.356 1.472 -3.391
*
```



No. 8
This record from the OMol25 dataset describes a molecular structure, C4H4I2O2 in a non-equilibrium geometry. The level of theory is ωB97M-V/def2-TZVPD.

Calculated values
Highest occupied orbital energy (eV): -9.03
F_max (eV/A): 2.9
Energy relative to the best compared isomer or geometry (same formula, charge and spin) (kcal/mol): 54.75
Gap between HOMO and LUMO (eV): 7.93

ORCA input file:
```
! RIJCOSX wB97M-V def2-TZVPD def2/J DEFGRID3
* xyz 0 1
I -3.241 1.989 -0.893
H 2.468 0.942 -0.563
C -2.053 -0.153 0.858
I -2.908 -1.497 -1.641
C 1.662 0.585 0.050
H 2.002 0.826 1.070
O 2.660 -1.421 -0.682
H 0.822 1.242 -0.082
C 1.727 -0.884 -0.075
C -2.515 0.091 -0.328
O -1.631 -0.164 1.935
H 1.006 -1.556 0.351
*
```



No. 9
This record from the OMol25 dataset describes a molecular structure, C6H18MnN5O11 in a non-equilibrium geometry. The level of theory is ωB97M-V/def2-TZVPD.

Calculated values
Highest occupied orbital energy (spin up / spin down) (eV): -13.08 / -13.08
F_max (eV/A): 4.7
Energy relative to the best compared isomer or geometry (same formula, charge and spin) (kcal/mol): 99.04
Gap between HOMO and LUMO (spin up / spin down) (eV): 4.75 / 4.83
<S²>: 8.758

ORCA input file:
```
! RIJCOSX wB97M-V def2-TZVPD def2/J DEFGRID3
* xyz 1 6
H -2.554 1.871 -0.695
N -1.078 3.067 2.054
H 0.313 3.790 0.719
O -1.997 2.282 1.781
H 0.100 0.553 0.659
H -3.425 1.337 -2.314
O 0.373 -4.770 1.365
O 0.298 -1.764 -5.372
N 2.068 -0.552 3.896
Mn 2.376 2.745 -1.818
H 3.753 -0.377 2.568
N 0.853 -4.013 0.523
C 2.846 0.127 2.903
H 0.159 -3.648 -3.212
N -4.618 2.298 -1.078
C -3.404 1.447 -1.230
O 0.874 1.505 -1.016
H 0.071 -2.059 -2.390
H 2.276 -2.342 0.746
H 2.626 -3.724 1.703
H 3.055 1.103 3.342
O 1.824 -0.053 4.979
H 2.835 -3.694 -0.116
H 0.417 -0.581 -0.646
O -0.508 3.263 3.155
H -1.384 3.906 0.142
O -4.466 3.511 -1.059
C 0.161 0.455 -0.425
H 2.203 0.228 2.029
O 0.243 -3.697 -0.494
C 2.212 -3.430 0.738
H -3.623 0.520 -0.700
O 1.719 -1.686 3.739
H -0.708 5.161 1.237
H -0.912 0.367 -0.590
C -0.701 4.105 0.968
O -5.646 1.649 -0.987
N 0.752 -1.947 -4.259
H -1.168 -2.607 -3.633
C -0.126 -2.601 -3.315
O 1.911 -1.746 -3.896
*
```



No. 10
This record from the OMol25 dataset describes a molecular structure, C12H33InN3O3 in a non-equilibrium geometry. The level of theory is ωB97M-V/def2-TZVPD.

Calculated values
Highest occupied orbital energy (eV): -15.94
F_max (eV/A): 3.1
Energy relative to the best compared isomer or geometry (same formula, charge and spin) (kcal/mol): 155.21
Gap between HOMO and LUMO (eV): 1.38

ORCA input file:
```
! RIJCOSX wB97M-V def2-TZVPD def2/J DEFGRID3
* xyz 3 1
H -1.303 2.100 4.004
O 2.647 -5.559 -1.493
H -5.602 1.608 2.446
C 1.678 3.373 -5.590
H -3.923 2.253 4.216
H -0.900 7.347 -4.537
H -2.129 4.730 -2.656
H -2.627 2.362 6.216
H -1.431 4.955 -4.720
C 3.676 -5.548 0.697
H 4.038 -6.822 -0.890
C -2.527 0.682 4.801
H 5.141 -5.569 2.166
H 1.230 3.825 -6.475
H -3.039 0.889 6.951
H -1.293 1.216 6.583
C -3.763 1.183 4.079
H -2.003 6.982 -3.210
In 0.057 -0.758 -1.209
H -0.291 7.221 -2.935
N 2.556 -5.042 1.416
H 5.073 -7.058 1.054
H 2.958 -4.599 2.229
N -1.124 4.633 -2.657
H -0.846 5.200 -1.868
H 2.456 -7.160 -0.161
C -5.106 0.647 2.315
C 0.572 5.019 -4.440
C -1.013 6.773 -3.617
C 2.122 -6.326 -2.565
H 2.934 -6.683 -3.199
H 4.277 -4.705 0.356
H 1.991 -5.826 1.709
H 1.508 -5.691 -3.204
N -1.373 1.093 4.040
H 1.628 -7.246 -2.253
C -0.825 5.343 -3.901
C 3.151 -6.370 -0.448
H 1.400 5.402 -3.843
C 4.541 -6.324 1.659
H 2.569 3.977 -5.419
H 4.188 -6.744 2.601
H -5.693 -0.026 2.940
H -5.248 0.428 1.256
C -2.325 1.316 6.246
H 2.056 2.351 -5.598
H -4.625 0.839 4.651
O 0.768 3.593 -4.503
O -3.680 0.765 2.717
H 0.730 5.500 -5.405
H -0.612 0.851 4.659
H -2.645 -0.401 4.786
*
```



No. 11
This record from the OMol25 dataset describes a molecular structure, C7H10B2F10N4O8S2V in a non-equilibrium geometry. The level of theory is ωB97M-V/def2-TZVPD.

Calculated values
Highest occupied orbital energy (spin up / spin down) (eV): -4.16 / -4.17
F_max (eV/A): 5.5
Energy relative to the best compared isomer or geometry (same formula, charge and spin) (kcal/mol): 17.34
Gap between HOMO and LUMO (spin up / spin down) (eV): 7.99 / 8.00
<S²>: 0.784

ORCA input file:
```
! RIJCOSX wB97M-V def2-TZVPD def2/J DEFGRID3
* xyz -2 2
C 1.942 -6.663 2.690
H 2.908 -11.719 2.849
C -1.416 -10.260 7.147
N 2.740 -2.155 6.266
N 0.877 -6.885 3.031
H 3.606 -10.111 2.763
C 3.293 -6.317 2.290
O -2.373 -10.187 1.451
C 1.110 -3.840 5.160
O -1.308 -11.584 6.810
F 3.409 -8.400 4.780
F -1.789 -6.044 2.438
H 1.588 -4.782 4.900
F 2.869 -8.858 6.977
H 0.751 -3.422 4.211
C 1.678 -10.325 3.680
F -0.356 -5.913 9.881
H 3.473 -6.659 1.275
O -1.135 -9.418 6.190
H 3.514 -11.107 4.303
H 3.474 -5.250 2.416
F 0.205 -4.728 7.917
O -1.687 -9.940 8.274
H -1.197 -11.559 5.848
F -0.546 -6.949 7.833
B 2.725 -7.937 5.943
C 3.026 -10.768 3.393
O -4.241 -9.749 2.966
O -0.881 -6.480 5.073
O -1.707 -7.597 0.680
H 3.984 -6.774 3.004
C 2.039 -2.887 5.746
S -2.423 -7.366 1.875
F 3.189 -6.697 6.370
V -0.706 -8.009 4.718
B 0.187 -5.988 8.572
N -2.081 -8.331 3.221
H 0.223 -4.020 5.761
F 1.529 -6.432 8.681
N 0.609 -9.970 3.872
F -2.229 -10.648 3.736
O -3.798 -7.038 1.793
F 1.324 -7.764 5.565
S -2.860 -9.641 2.666
*
```



No. 12
This record from the OMol25 dataset describes C3H5FO2 in the gas phase in a non-equilibrium geometry. The level of theory is ωB97M-V/def2-TZVPD.

Calculated values
Highest occupied orbital energy (eV): -10.37
F_max (eV/A): 1.8
Energy relative to the best compared isomer or geometry (same formula, charge and spin) (kcal/mol): 16.92
Gap between HOMO and LUMO (eV): 11.20

ORCA input file:
```
! RIJCOSX wB97M-V def2-TZVPD def2/J DEFGRID3
* xyz 0 1
H -1.774 -0.030 1.470
H 0.295 0.528 -2.322
F 0.063 -0.080 2.251
O 1.196 0.486 -1.950
H 0.955 1.398 -0.043
O -1.226 -0.324 -1.069
H -0.995 -1.602 1.266
C 0.965 0.423 -0.563
C -0.430 -0.148 -0.199
C -0.837 -0.488 1.258
H 1.788 -0.164 -0.098
*
```